(1)
Computed, not measured: a molecular structure, C12H31CuNO5 at a distorted geometry, with the ωB97M-V functional and the def2-TZVPD basis.

```
50
C12H31CuNO5, DFT the ωB97M-V functional and the def2-TZVPD basis
Cu -0.031 -0.082 0.166
O 0.792 -0.772 2.182
O 2.487 -0.361 -0.168
O -0.035 1.384 -1.491
O -1.202 1.640 1.151
O -0.192 -1.932 -1.247
N -2.105 -0.797 0.401
C 1.504 -1.676 3.037
C -0.717 2.943 1.532
C 4.277 1.254 0.376
C -1.551 -2.075 -1.642
C 3.822 0.117 -0.534
C -2.625 1.546 0.840
C 0.665 -2.955 -1.771
C -2.427 -1.006 -1.058
C -1.669 2.868 -2.694
C -0.285 2.068 -2.715
C -3.000 0.114 1.098
C 1.020 -3.067 2.967
H 2.548 -1.680 2.723
H -4.041 -0.006 0.798
H 0.373 2.940 1.531
H 1.591 -1.297 4.055
H 4.407 -0.760 -0.255
H 1.656 -2.830 -1.333
H -3.490 -1.220 -1.167
H -0.065 -2.982 3.034
H 0.551 2.757 -2.832
H -2.615 2.343 -2.830
H -3.055 0.140 2.187
H -1.681 3.303 -1.695
H -1.721 -2.004 -2.716
H -1.663 3.778 -3.293
H 0.775 -2.949 -2.856
H -1.153 3.165 2.506
H 4.028 0.493 -1.536
H -3.173 2.205 1.513
H -2.891 1.915 -0.150
H -0.906 3.621 0.700
H 3.595 2.085 0.194
H 5.294 1.624 0.250
H -2.353 -0.105 -1.668
H -1.863 -3.021 -1.202
H 1.529 -3.542 3.805
H 0.311 -3.962 -1.551
H 4.058 0.983 1.408
H -2.298 -1.717 0.771
H 2.377 -0.424 0.783
H 1.295 -3.580 2.046
H -0.143 1.520 -3.646
```

Results
Maximum force, Eh/bohr: 0.0635
Total charge: 0
2S+1: 2
Energy above the lowest of the compared OMol25 structures with the same formula, charge and spin, kcal per mole: 33.97
DFT total energy, eV: -69307.898

Results of the natural (NBO) charge analysis, in e, for atoms 1 through 2:
1. Cu 1.438
2. O -1.027

***

(2)
Computed, not measured: a molecular structure, C4H7NO2 at a distorted geometry, with the ωB97M-V functional and the def2-TZVPD basis.

```
14
C4H7NO2, DFT the ωB97M-V functional and the def2-TZVPD basis
O 1.609 -0.293 -1.146
O 0.019 -1.955 -1.310
N -1.690 0.678 -0.820
C -1.110 0.214 0.526
C 0.295 -0.424 0.661
C 1.604 0.319 0.201
C 0.446 -1.024 -0.804
H 1.338 1.468 0.325
H -0.816 0.087 -1.694
H -0.042 -1.232 1.469
H -1.774 -0.562 1.026
H 2.554 -0.154 0.856
H -1.018 1.776 -0.588
H -1.415 1.103 1.297
```

Results
Maximum force, Eh/bohr: 0.1502
Total charge: 0
2S+1: 1
Energy above the lowest of the compared OMol25 structures with the same formula, charge and spin, kcal per mole: 149.93
DFT total energy, eV: -9840.778

Results of the natural (NBO) charge analysis, in e, for atoms 1 through 2:
1. O -0.518
2. O -0.506

***

(3)
Computed, not measured: a single C2H2Cl3P molecule at a distorted geometry, with the ωB97M-V functional and the def2-TZVPD basis.

```
8
C2H2Cl3P, DFT the ωB97M-V functional and the def2-TZVPD basis
Cl 1.234 -1.019 -0.316
Cl -1.669 -1.564 -0.269
Cl -1.996 1.547 0.616
P 1.143 0.614 -1.718
C -0.426 -0.616 0.552
C -0.437 0.886 0.579
H 2.351 1.219 -1.106
H -0.199 -1.066 1.662
```

Results
Maximum force, Eh/bohr: 0.0576
Total charge: 0
2S+1: 1
Energy above the lowest of the compared OMol25 structures with the same formula, charge and spin, kcal per mole: 159.98
DFT total energy, eV: -48956.281

Results of the natural (NBO) charge analysis, in e, for atoms 1 through 2:
1. Cl 0.142
2. Cl 0.010

***

(4)
Computed, not measured: 9 unconnected molecules or ions with the total composition C24H72N6O9 at a distorted geometry, with the ωB97M-V functional and the def2-TZVPD basis.

```
111
C24H72N6O9, DFT the ωB97M-V functional and the def2-TZVPD basis
O -0.687 -0.318 -0.399
O 4.116 1.723 3.556
O 0.881 -4.281 0.148
O 1.915 -1.948 -0.769
O -3.800 3.824 0.337
O 2.036 1.877 -2.543
O -4.897 0.921 3.277
O -3.363 -2.547 -3.290
O -3.352 -0.100 0.372
N 3.967 -4.275 0.024
N -0.956 2.668 0.102
N -1.128 -3.914 -4.665
N 3.505 3.471 -0.881
N 1.419 2.564 2.702
N -2.208 1.694 2.574
C 5.525 1.768 3.329
C 1.106 0.912 -3.051
C 1.958 1.210 2.900
C 1.756 -5.291 0.702
C 0.990 0.239 2.189
C -1.994 2.910 4.673
C -1.562 3.806 -0.620
C -4.633 -0.475 3.231
C -1.673 -2.631 -5.135
C -4.139 1.850 4.083
C 4.168 2.434 -1.705
C -2.437 -1.813 -2.500
C 3.879 -6.654 0.429
C -5.112 3.259 0.353
C 3.408 1.159 2.476
C 3.100 -5.432 -0.096
C -0.028 -3.789 1.119
C -3.131 -2.454 -4.697
C 3.177 1.297 -1.957
C -3.071 3.659 -0.864
C 5.379 1.948 -0.902
C -2.627 1.689 3.980
C -1.734 -2.717 -6.695
C -0.727 3.973 -1.903
H -1.136 2.854 1.090
H -3.840 -0.605 2.505
H 1.571 -0.208 1.377
H 1.233 -6.232 0.473
H -5.766 3.697 -0.406
H 1.835 1.004 3.969
H -0.948 3.066 -2.465
H 3.689 -3.483 -0.524
H -1.279 -4.699 -5.289
H 2.058 3.273 3.044
H 4.029 -4.049 1.009
H 1.345 -1.272 -0.382
H 0.317 4.013 -1.594
H -0.022 3.066 -0.002
H -4.547 1.820 5.094
H 4.509 2.861 -2.648
H 3.570 1.719 1.548
H 0.517 1.433 -3.799
H -1.467 4.765 -0.089
H 6.020 1.842 4.292
H 6.170 1.645 -1.595
H -0.891 4.926 -2.406
H -2.116 -1.824 -7.179
H -2.326 0.791 2.130
H -2.915 2.216 2.054
H -2.464 -3.530 -6.811
H 5.759 2.601 2.660
H -3.351 4.391 -1.625
H -5.630 3.603 1.249
H 5.936 2.735 -0.390
H -1.792 -4.123 -3.916
H -2.675 -1.877 -1.443
H -0.896 -3.263 -7.128
H -4.348 2.778 3.547
H 2.823 -5.507 -1.148
H 2.986 0.804 -0.995
H 1.841 -5.284 1.791
H 0.683 -0.592 2.826
H 3.395 3.209 0.094
H 1.639 -2.789 -0.329
H 5.090 1.165 -0.202
H -4.198 0.145 -0.020
H -4.150 -0.821 4.148
H -1.601 -0.294 -0.077
H -0.911 2.800 4.687
H 1.702 0.112 -3.503
H -0.938 -4.367 1.310
H -1.078 -1.764 -4.845
H -5.559 -0.974 2.966
H 5.805 0.860 2.788
H -2.240 3.894 4.275
H -3.609 -1.554 -5.097
H 0.492 -3.655 2.070
H -1.394 -2.116 -2.621
H -0.443 0.613 -0.495
H -3.677 -3.327 -5.062
H 0.535 2.662 3.182
H -0.414 -2.828 0.770
H -3.164 2.622 -1.211
H -2.334 2.900 5.713
H 3.280 -7.548 0.608
H -3.575 -0.746 1.054
H 4.285 -6.470 1.430
H -4.944 2.184 0.341
H -2.265 0.795 4.491
H -2.504 -0.773 -2.840
H 2.532 3.488 -1.182
H 3.633 0.542 -2.609
H 0.493 0.358 -2.336
H 3.709 0.128 2.248
H 4.767 -6.744 -0.194
H 0.129 0.725 1.745
```

Results
Maximum force, Eh/bohr: 0.0493
Total charge: 0
2S+1: 1
Energy above the lowest of the compared OMol25 structures with the same formula, charge and spin, kcal per mole: 58.48
DFT total energy, eV: -53418.912
Structure (SMILES): COC[C@H](C)N.COC[C@H](C)N.COC[C@H](C)N.COC[C@H](C)N.COC[C@H](C)N.COC[C@H](C)N.O.O.O

Results of the Mulliken charge analysis, in e, for atoms 1 through 2:
1. O 0.818
2. O -0.405

***

(5)
Computed, not measured: a molecular structure, C24H24CeF9NO2P2 at a distorted geometry, with the ωB97M-V functional and the def2-TZVPD basis.

```
63
C24H24CeF9NO2P2, DFT the ωB97M-V functional and the def2-TZVPD basis
Ce 0.356 0.475 0.704
P -2.341 1.075 -0.099
P 0.301 -2.320 0.088
F -1.563 1.865 4.120
F -0.600 1.082 5.937
F 0.606 1.801 4.231
F 0.399 -1.626 5.717
F -2.323 -1.025 5.412
F -2.901 -0.258 3.434
F 0.738 -2.250 3.645
F 1.787 -0.508 4.432
F -1.941 -2.216 3.611
O 3.360 -0.713 1.112
O -0.330 -0.074 2.575
N 0.429 0.366 -1.807
C 1.541 -3.509 0.671
C -1.248 -3.189 0.437
C 2.793 -2.359 -2.642
C 1.309 2.457 -2.689
C -2.641 2.754 0.564
C -0.232 4.296 -3.183
C -1.133 2.196 -2.353
C -0.523 1.124 4.589
C 3.905 -0.242 -2.987
C -0.548 -0.276 3.942
C -3.913 0.258 0.216
C 2.580 1.852 -2.682
C 3.940 -1.623 -2.970
C 1.548 -0.301 -2.287
C 0.455 -2.529 -1.732
C 2.798 0.150 0.469
C 2.702 0.454 -2.672
C -1.325 3.484 -2.844
C 0.188 1.651 -2.285
C 1.059 3.797 -3.110
C 1.620 -1.720 -2.251
C -1.944 -0.952 4.118
C -2.346 1.399 -1.909
C 0.599 -1.169 4.463
H 3.445 2.467 -2.929
H 2.828 -3.450 -2.657
H -0.495 -2.212 -2.183
H 3.471 0.733 -0.299
H 4.788 0.352 -3.239
H -4.716 0.990 0.063
H 1.189 -4.505 0.369
H -3.919 -0.114 1.253
H -4.018 -0.593 -0.466
H -2.511 2.760 1.660
H -3.675 3.018 0.303
H 1.913 4.416 -3.393
H 4.859 -2.150 -3.228
H 2.524 -3.285 0.236
H -2.398 0.418 -2.403
H -2.047 -2.814 -0.216
H -1.087 -4.261 0.264
H -0.423 5.311 -3.531
H -1.941 3.484 0.132
H -3.273 1.952 -2.116
H 0.606 -3.600 -1.912
H 1.593 -3.438 1.769
H -1.528 -3.020 1.487
H -2.346 3.862 -2.948
```

Results
Maximum force, Eh/bohr: 0.0548
Total charge: +1
2S+1: 2
Energy above the lowest of the compared OMol25 structures with the same formula, charge and spin, kcal per mole: 39.22
DFT total energy, eV: -86822.285

Results of the Mulliken charge analysis, in e, for atoms 1 through 2:
1. Ce 0.738
2. P 0.970

***

(6)
Computed, not measured: a single C3H7NO3 molecule at a distorted geometry, with the ωB97M-V functional and the def2-TZVPD basis.

```
14
C3H7NO3, DFT the ωB97M-V functional and the def2-TZVPD basis
O 0.030 -1.566 -1.161
O -1.672 -2.534 -0.049
O 1.313 2.248 -0.281
N -0.786 -0.633 0.752
C -0.071 0.628 0.792
C -0.862 -1.640 -0.158
C 0.588 1.043 -0.517
H 0.730 0.593 1.551
H 1.277 0.307 -0.913
H 2.066 2.023 0.267
H -1.431 -0.869 1.496
H -0.757 1.367 1.202
H -0.213 1.298 -1.203
H -0.211 -2.267 -1.778
```

Results
Maximum force, Eh/bohr: 0.0248
Total charge: 0
2S+1: 1
Energy above the lowest of the compared OMol25 structures with the same formula, charge and spin, kcal per mole: 24.27
DFT total energy, eV: -10857.316
Structure (SMILES): O=C(O)NCCO

Results of the natural (NBO) charge analysis, in e, for atoms 1 through 2:
1. O -0.701
2. O -0.657